Computed, not measured: one molecule with the formula C22H19N3O5S at a distorted geometry, with wB97M-V/def2-TZVPD.

Output
ΔE to the lowest compared entry with this formula, charge and spin = 234.4 kJ/mol
Charge = 0
DFT total energy = -48663.6183 eV
Structure (SMILES) = Cc1cc(C(=O)CSc2nnc(-c3ccco3)o2)c(C)n1-c1ccc2c(c1)OCCO2
Orbital gap = 8.559 eV
E_HOMO = -7.981 eV

Last columns: bonded neighbours and bond lengths (Å).
CARTESIAN COORDINATES (ANGSTROEM)
1 C -2.00943 -1.90505 1.88599  C2 1.487, H32 1.089, H33 1.087, H34 1.090
2 C -1.52430 -0.89184 0.91174  C1 1.487, C3 1.361, N21 1.381
3 C -0.25934 -0.46275 0.65295  C2 1.361, C4 1.427, H35 1.071
4 C -0.34042 0.54632 -0.35238  C3 1.427, C5 1.441, C19 1.393
5 C 0.73583 1.26411 -0.98632  C4 1.441, O6 1.216, C7 1.528
6 O 0.59031 2.17934 -1.77368  C5 1.216
7 C 2.14721 0.81244 -0.61553  C5 1.528, S8 1.834, H36 1.090, H37 1.090
8 S 2.41223 -0.91796 -1.16273  C7 1.834, C9 1.722
9 C 4.07241 -1.08428 -0.73566  S8 1.722, N10 1.299, O18 1.355
10 N 4.81162 -2.14273 -0.88353  C9 1.299, N11 1.341
11 N 6.03274 -1.83066 -0.42456  N10 1.341, C12 1.300
12 C 5.99343 -0.59757 -0.01408  N11 1.300, C13 1.428, O18 1.363
13 C 7.06964 0.15263 0.54887  C12 1.428, C14 1.375, O17 1.351
14 C 8.37122 -0.22318 0.78138  C13 1.375, C15 1.409, H38 1.069
15 C 9.00005 0.90467 1.34552  C14 1.409, C16 1.364, H39 1.070
16 C 8.04409 1.87558 1.41464  C15 1.364, O17 1.338, H40 1.072
17 O 6.87524 1.43218 0.93655  C13 1.351, C16 1.338
18 O 4.75555 -0.05336 -0.18292  C9 1.355, C12 1.363
19 C -1.69205 0.69788 -0.65561  C4 1.393, C20 1.482, N21 1.355
20 C -2.33183 1.58991 -1.65052  C19 1.482, H41 1.090, H42 1.089, H43 1.087
21 N -2.39026 -0.17906 0.10642  C2 1.381, C19 1.355, C22 1.412
22 C -3.79190 -0.34488 0.08607  N21 1.412, C23 1.391, C27 1.387
23 C -4.34752 -1.55687 -0.30999  C22 1.391, C24 1.380, H44 1.078
24 C -5.71797 -1.71751 -0.30833  C23 1.380, C25 1.390, H45 1.078
25 C -6.55231 -0.67312 0.07144  C24 1.390, C26 1.400, O31 1.368
26 C -5.99455 0.56058 0.42776  C25 1.400, C27 1.388, O28 1.368
27 C -4.61514 0.71106 0.44748  C22 1.387, C26 1.388, H46 1.078
28 O -6.76777 1.63935 0.75996  C26 1.368, C29 1.411
29 C -8.12270 1.49111 0.39396  O28 1.411, C30 1.528, H47 1.091, H48 1.098
30 C -8.62440 0.10196 0.78381  C29 1.528, O31 1.411, H49 1.091, H50 1.099
31 O -7.90308 -0.89010 0.08617  C25 1.368, C30 1.411
32 H -2.91394 -1.55861 2.38409  C1 1.089
33 H -1.24037 -2.08803 2.63140  C1 1.087
34 H -2.23623 -2.85085 1.39387  C1 1.090
35 H 0.62765 -0.82533 1.13083  C3 1.071
36 H 2.87188 1.44771 -1.12446  C7 1.090
37 H 2.29575 0.85325 0.46340  C7 1.090
38 H 8.79322 -1.18198 0.56718  C14 1.069
39 H 10.02093 0.98517 1.65674  C15 1.070
40 H 8.07405 2.88628 1.77112  C16 1.072
41 H -2.60565 2.54202 -1.19507  C20 1.090
42 H -3.23011 1.13207 -2.06107  C20 1.089
43 H -1.62203 1.80425 -2.44557  C20 1.087
44 H -3.70551 -2.36586 -0.61959  C23 1.078
45 H -6.17116 -2.65123 -0.59899  C24 1.078
46 H -4.20244 1.66071 0.74686  C27 1.078
47 H -8.67230 2.27402 0.91779  C29 1.091
48 H -8.23281 1.62449 -0.69081  C29 1.098
49 H -9.67313 -0.03164 0.51586  C30 1.091
50 H -8.49895 -0.03734 1.86629  C30 1.099